{
  "formula": "C2H2O",
  "method": "wB97M-V/def2-TZVPD",
  "gap_ev": [8.56, 8.61],
  "energy_ev": -4148.9544,
  "lumo_energy_ha": [-0.0279, -0.0293],
  "relative_energy_kcal_mol": 82.7,
  "total_charge": 0,
  "symbols": ["H", "C", "H", "C", "O"],
  "positions_angstrom": [[-0.3264, -0.6162, -1.5801], [-0.8274, -0.4119, -0.6238], [-1.2706, 0.5904, -0.7133], [1.0822, 0.2445, 0.9119], [1.3422, 0.1932, 2.0053]],
  "lowdin_charge": [-0.0760, 0.0951, -0.0774, -0.0188, 0.0771]
}


{
  "formula": "C2H6Si2",
  "method": "wB97M-V/def2-TZVPD",
  "gap_ev": 9.50,
  "energy_ev": -17921.4229,
  "lumo_energy_ha": 0.0026,
  "relative_energy_kcal_mol": 47.0,
  "total_charge": 0,
  "smiles": "[SiH3]C#C[SiH3]",
  "symbols": ["H", "C", "C", "Si", "Si", "H", "H", "H", "H", "H"],
  "positions_angstrom": [[-2.5666, -0.6168, 1.2202], [-0.5839, 0.0665, -0.2027], [0.7372, 0.3216, 0.2769], [2.5532, -0.0514, 0.0043], [-2.4097, 0.0202, -0.0131], [-3.1844, 1.2341, -0.1535], [2.7278, -1.4869, 0.2569], [2.7181, 0.4669, -1.4448], [-3.0755, -1.1250, -0.5799], [3.0837, 1.1708, 0.6357]],
  "lowdin_charge": [-0.1101, -0.2782, -0.2914, 0.5503, 0.5378, -0.0858, -0.0736, -0.0605, -0.0998, -0.0888]
}


{
  "formula": "C26H45B2F17NO22S3Zr2",
  "method": "wB97M-V/def2-TZVPD",
  "gap_ev": 6.79,
  "energy_ev": -156831.0508,
  "lumo_energy_ha": -0.1934,
  "relative_energy_kcal_mol": 169.0,
  "total_charge": 1,
  "symbols": ["S", "C", "H", "H", "H", "H", "C", "O", "C", "H", "H", "H", "C", "O", "H", "O", "C", "H", "F", "H", "F", "H", "C", "F", "F", "H", "H", "H", "F", "O", "O", "C", "H", "H", "F", "H", "C", "Zr", "H", "O", "H", "C", "C", "H", "F", "O", "H", "H", "H", "O", "S", "C", "H", "H", "O", "C", "C", "F", "O", "C", "H", "C", "H", "H", "O", "H", "O", "O", "C", "H", "S", "H", "O", "H", "O", "F", "C", "H", "C", "H", "O", "C", "O", "F", "H", "H", "C", "C", "O", "H", "F", "C", "C", "H", "H", "F", "O", "O", "H", "H", "F", "F", "N", "C", "F", "F", "B", "C", "H", "H", "O", "C", "H", "F", "B", "Zr", "H", "O"],
  "positions_angstrom": [[-4.8048, -1.0758, 2.9852], [0.5864, -2.4565, 4.5835], [1.4140, 4.3853, -1.9917], [-1.0102, 7.0700, 3.0006], [-4.0725, -1.9584, -3.3811], [-0.9963, 3.1466, -4.9482], [-1.1082, 1.6985, 4.9992], [0.8468, 0.9942, -5.4467], [4.0164, -3.0697, -2.8591], [0.1653, 5.4787, 4.8199], [0.0516, 5.1920, 0.7841], [-1.9925, 6.6701, 4.4002], [-4.5093, -3.3462, 2.1078], [1.4888, 1.1728, -1.3596], [-2.3125, 5.8407, 2.9283], [-1.1649, -0.5750, -1.0728], [-4.2176, -1.4302, -1.3551], [2.8309, -3.0601, -1.0467], [5.2638, 1.1117, 1.6584], [1.7679, 0.4706, 3.6235], [4.3722, -5.0284, -6.9989], [-1.3394, 2.3308, 1.3784], [-3.9771, 1.4210, -2.6307], [3.4550, 2.7264, -1.7797], [-0.3668, 1.4801, 6.0874], [-0.5503, -0.6991, 1.9095], [1.5746, 2.7551, -6.3373], [-2.3281, 1.2806, 0.5699], [-5.6248, 3.0421, -2.0704], [1.2696, -3.1911, 3.5647], [-2.9966, 1.6370, -1.8965], [0.8899, 2.4736, -5.5372], [1.1063, -3.5117, 6.4046], [2.9023, 0.0934, 2.3492], [6.2371, -5.1126, -6.0907], [4.3252, -3.7740, -0.7244], [-4.8940, 2.5375, -3.1085], [2.3214, 1.9962, 2.0369], [-2.3282, -2.9342, 2.3631], [-5.5024, -2.5398, 2.6745], [-2.7068, -0.9581, -2.8799], [-0.4397, 5.1646, 3.9694], [-0.2827, -1.4142, -0.2646], [3.3134, -0.3369, 4.0740], [-1.0255, 0.5663, 4.1958], [-3.4671, -1.7763, 3.6736], [-4.4874, -3.0772, 1.0518], [-0.0818, -4.3081, 5.4981], [-0.4161, -2.0748, 4.3899], [4.9957, -0.6709, 0.1996], [2.9724, 1.1703, -1.3278], [-1.4970, 6.2482, 3.5258], [1.0789, -1.2529, 1.4490], [-0.8286, -2.3267, -0.0248], [1.0774, 3.4994, 0.9476], [3.5876, -3.6843, -1.5219], [-0.4155, 3.1747, -5.8702], [-0.8427, -1.6401, -4.2421], [0.6594, 2.6566, 3.6063], [-3.7865, -1.0832, -2.7978], [1.7288, 5.2077, 0.1795], [0.6474, -4.0881, 2.6725], [-4.3434, -0.5663, -0.7026], [0.2188, 5.0208, 3.1128], [-4.3861, 0.2438, -3.1517], [-5.1922, -1.9184, -1.3580], [-5.5797, -0.3573, 3.9682], [4.4645, -4.1173, -3.7061], [0.2080, -3.3084, 5.8218], [-2.2375, 2.9708, 0.0376], [4.8278, 0.8019, 0.1362], [3.0456, -2.8076, -3.2798], [3.6809, 0.2777, -2.2145], [-1.0052, 2.5827, -6.5701], [0.5376, 0.6950, 1.0603], [1.1708, -1.6760, -3.4652], [4.9383, -5.1457, -5.7849], [-4.8268, -4.3797, 2.2463], [-3.2333, -2.9917, 2.9678], [3.0952, -4.6459, -1.6667], [4.3845, -2.8252, -5.5513], [0.1893, -0.7226, 1.1091], [5.7178, 1.6427, -0.6574], [-4.0342, 3.5481, -3.4331], [4.8058, -2.3257, -2.9662], [3.2515, 1.3070, 3.5836], [1.5853, -4.6554, 1.6089], [0.7893, 4.6552, 0.1876], [-0.3199, 3.3003, -1.7775], [1.1841, -1.6304, 4.9686], [1.8104, -5.8982, 1.9069], [4.5944, -3.8901, -4.9753], [0.5074, 4.4599, -1.3912], [-3.1743, -3.7877, 3.7101], [-3.1175, 2.5105, 1.5653], [-5.6622, 2.2618, -4.1217], [-1.1241, 3.9037, 4.2265], [-0.2263, 0.9503, -3.3562], [-3.4733, -2.1078, -0.9370], [1.2611, 2.9076, -4.6088], [2.6476, -4.0105, 1.5175], [-2.3612, 1.9535, 5.3961], [3.3577, 1.3745, 0.3615], [0.3895, -1.1463, -4.4019], [1.0383, -4.6678, 0.3606], [0.8024, -1.5048, -5.5754], [-2.3008, 2.3110, 0.8890], [0.2838, 0.3805, -4.3049], [-0.2579, 4.2114, -6.1676], [0.6363, -1.5700, -0.8296], [-4.3384, -0.3546, 1.7697], [-0.4202, 2.8561, 4.2132], [-0.0018, 5.3801, -1.6776], [4.7385, -6.2837, -5.1661], [2.8144, 0.3384, 3.3964], [-0.8901, 1.5197, -0.6436], [-0.5958, -2.8516, 6.3991], [-0.4479, -4.4568, 2.8236]],
  "lowdin_charge": [0.7443, -0.2136, 0.0897, 0.0827, 0.1305, 0.0611, -0.4595, 0.0208, -0.1714, 0.1405, 0.1023, 0.0769, -0.1690, -0.3609, 0.0839, -0.3993, -0.0619, 0.0486, -0.1947, -0.0073, 0.1597, -0.0304, -0.2695, -0.1693, 0.1841, 0.1071, 0.1235, -0.0528, 0.1575, 0.0003, 0.0196, -0.1748, 0.0774, -0.0323, 0.1594, 0.0776, -0.5175, 1.9818, 0.1021, -0.1886, 0.0804, -0.1138, -0.2070, 0.0442, 0.1240, -0.2089, 0.1040, 0.0748, 0.0992, -0.2331, 0.7415, -0.0264, 0.1008, 0.1098, -0.4368, -0.0448, -0.0598, 0.1700, -0.0432, -0.1087, 0.1055, -0.3300, 0.0611, 0.0937, 0.0519, 0.0837, -0.2177, 0.0380, -0.0508, -0.0155, 0.5526, 0.1020, -0.1781, 0.0864, -0.4740, 0.1717, -0.5618, 0.1402, -0.1685, 0.0897, 0.1404, -0.2066, -0.2081, 0.1428, 0.1392, -0.0294, -0.6574, -0.2527, -0.4241, 0.1103, 0.2273, -0.3885, -0.2020, 0.1303, 0.0347, 0.2278, 0.1131, 0.0731, 0.0716, 0.1130, 0.2565, 0.2018, -0.4519, -0.5828, 0.1421, 0.2249, -0.4075, -0.2611, 0.0902, 0.0884, -0.2638, -0.3333, 0.1066, 0.2027, -0.4009, 1.9488, 0.0853, 0.1946]
}


{
  "formula": "C5H7BOS",
  "method": "wB97M-V/def2-TZVPD",
  "gap_ev": [6.49, 6.26],
  "energy_ev": -18853.0277,
  "lumo_energy_ha": [-0.0820, -0.0889],
  "relative_energy_kcal_mol": 123.8,
  "total_charge": 0,
  "symbols": ["H", "H", "C", "C", "B", "O", "H", "C", "H", "S", "H", "C", "H", "C", "H"],
  "positions_angstrom": [[0.5690, 1.9778, 0.5329], [1.4960, -0.4499, -1.7554], [1.7752, -0.3099, -0.7670], [-0.2280, 1.2408, 0.2637], [0.4824, -0.4782, 0.4026], [0.9648, -0.6957, 1.6671], [1.4085, 0.0778, 1.9784], [-1.5196, 1.4046, 0.1636], [2.1027, 0.7109, -0.5906], [-2.7373, 0.1299, -0.0059], [-1.9001, 2.4038, -0.0601], [-0.5777, -1.5090, -0.0251], [2.5385, -1.0686, -0.7074], [-1.7853, -1.3798, -0.3146], [-2.5891, -2.0546, -0.7822]],
  "lowdin_charge": [0.1142, 0.0119, -0.0137, -0.0027, -0.8027, 0.0771, 0.0777, -0.4684, 0.0379, 0.9265, 0.0794, 0.2019, 0.0445, -0.3938, 0.1102]
}